[1]
A cluster of 2 separate species, C3H10O3 in total. Source: OMol25; level of theory: ωB97M-V/def2-TZVPD.

Output
Kohn-Sham gap = 11.101 eV
HOMO level = -10.4375 eV
2S+1 = 1
Energy above the lowest of the compared OMol25 structures with the same formula, charge and spin = 22.90 kcal/mol
LUMO = 0.66 eV

Each line ends with the Löwdin charge.
CARTESIAN COORDINATES (ANGSTROEM)
C  -0.209  -1.246  0.603  -0.281
O  0.496  -1.258  1.834  -0.070
C  -0.442  0.180  0.099  -0.166
C  -1.325  0.021  -1.145  -0.275
O  -2.556  0.722  -1.103  -0.061
H  -1.219  -1.632  0.735  0.124
H  0.427  -1.744  -0.150  0.129
H  0.515  -2.172  2.149  0.089
H  0.394  0.880  0.009  0.097
H  -0.977  0.697  0.911  0.120
H  -1.578  -1.010  -1.380  0.114
H  -0.731  0.343  -2.014  0.115
H  -2.432  1.580  -0.696  0.079
H  2.636  1.122  0.088  0.002
H  3.166  1.828  -1.023  0.040
O  3.503  1.368  -0.238  -0.055


[2]
A structure of composition C20H40AlBBeBr3Cl11F5GaLiN5O3. Source: OMol25; level of theory: ωB97M-V/def2-TZVPD.

Output
Kohn-Sham gap = 2.048 eV
Charge = +2
HOMO level = -11.6469 eV
2S+1 = 1
LUMO = -9.60 eV

Each line ends with the Löwdin charge.
CARTESIAN COORDINATES (ANGSTROEM)
C  1.092  -2.911  4.758  -0.167
C  1.000  -1.466  5.520  -0.678
Cl  0.508  -1.480  7.327  0.630
C  1.304  -0.225  4.766  -0.461
Cl  1.171  1.377  5.763  0.602
Ga  1.807  -0.022  2.787  0.437
C  0.283  1.004  1.750  -0.187
C  -1.135  1.051  2.569  -0.241
C  -2.297  0.059  1.904  -0.165
C  -1.719  -1.475  2.076  -0.215
N  -2.777  -2.409  1.528  -0.016
C  -2.985  -3.450  2.618  -0.295
N  -2.412  -4.685  2.417  0.230
N  -3.770  -3.174  3.915  0.150
C  2.133  -1.756  1.728  -0.208
C  3.721  -2.249  1.673  -0.370
O  3.951  -3.509  2.456  -0.117
C  4.798  -1.061  2.018  -0.272
N  5.118  -0.890  3.486  -0.020
H  0.197  -3.166  4.049  0.037
H  2.152  -2.983  4.268  0.100
H  1.075  -3.743  5.614  0.119
H  3.072  1.007  2.740  0.033
H  0.638  2.121  1.574  0.093
H  0.076  0.468  0.720  0.069
H  -1.065  0.800  3.709  0.081
H  -1.596  2.148  2.503  0.132
H  -3.316  0.184  2.475  0.123
H  -2.438  0.404  0.793  0.103
H  -1.445  -1.672  3.206  0.051
H  -0.750  -1.589  1.410  0.122
H  -3.670  -1.874  1.455  0.103
H  -2.613  -5.335  3.220  0.110
H  -3.048  -3.027  4.682  0.016
H  -4.315  -2.276  3.808  0.110
H  1.454  -2.670  2.012  0.052
H  1.860  -1.508  0.592  0.070
H  3.937  -2.568  0.543  0.137
H  4.961  -3.646  2.525  0.127
H  4.496  -0.045  1.469  0.106
H  5.821  -1.383  1.494  0.126
H  5.163  -1.793  4.005  0.082
H  4.521  -0.176  3.957  0.030
C  2.978  2.093  -5.274  -0.101
O  1.866  2.966  -5.122  -0.178
C  0.706  2.515  -5.832  -0.190
C  -0.406  2.133  -4.841  -0.286
N  -0.062  0.911  -4.109  -0.077
C  -0.955  0.633  -2.979  -0.214
C  -0.934  1.631  -1.805  -0.260
O  0.299  1.645  -1.082  -0.227
C  1.284  2.520  -1.616  -0.062
H  3.846  2.561  -4.796  0.105
H  2.790  1.138  -4.778  0.042
H  3.208  1.932  -6.331  0.094
H  0.932  1.690  -6.519  0.111
H  0.359  3.362  -6.436  0.133
H  -1.341  1.975  -5.391  0.074
H  -0.547  2.976  -4.156  -0.009
H  0.889  0.996  -3.752  0.063
H  -0.668  -0.350  -2.590  0.106
H  -1.983  0.534  -3.351  0.093
H  -1.693  1.299  -1.086  0.109
H  -1.229  2.643  -2.103  -0.061
H  0.847  3.398  -2.101  0.101
H  1.925  1.977  -2.315  0.075
H  1.917  2.860  -0.793  0.100
Be  -2.415  3.400  -3.379  0.537
Cl  -1.215  -1.903  5.608  0.455
C  0.885  -3.103  -5.092  -1.934
Cl  -0.570  -3.139  -6.120  0.401
Cl  1.667  -1.507  -5.226  0.604
Cl  0.421  -3.397  -3.397  0.633
Cl  2.020  -4.368  -5.626  0.537
F  -0.015  -4.826  2.602  -0.235
Li  1.785  -5.178  -7.858  0.824
C  -6.015  4.944  -5.580  -1.993
Cl  -7.470  4.907  -6.608  0.538
Cl  -5.233  6.539  -5.714  0.456
Cl  -6.479  4.649  -3.885  0.486
Cl  -4.880  3.679  -6.113  0.421
Al  -2.270  -1.071  -6.879  0.920
C  -3.212  8.651  -2.480  -1.584
Br  -4.470  7.242  -2.946  0.506
Br  -3.122  8.933  -0.557  0.568
Br  -1.454  8.335  -3.248  0.543
H  -3.593  9.578  -2.921  -0.017
B  1.330  -5.763  8.139  -1.057
F  -0.056  -5.458  7.823  0.011
F  2.173  -5.411  7.008  0.016
F  1.740  -4.998  9.305  0.024
F  1.462  -7.183  8.419  0.033


[3]
The molecule C6H4O. Source: OMol25; level of theory: ωB97M-V/def2-TZVPD.

Output
Kohn-Sham gap = 9.649 eV
HOMO level = -9.1459 eV
2S+1 = 1
Energy above the lowest of the compared OMol25 structures with the same formula, charge and spin = 73.44 kcal/mol
LUMO = 0.50 eV

Each line ends with the Löwdin charge.
CARTESIAN COORDINATES (ANGSTROEM)
C  2.715  -0.310  0.303  0.153
C  1.622  0.213  0.351  -0.066
C  0.320  0.719  0.280  -0.172
C  -0.606  1.508  -0.140  0.076
C  -1.115  0.182  0.311  -0.175
C  -1.291  -1.046  -0.524  -0.242
O  -0.489  -1.405  -1.355  0.052
H  3.651  -0.807  0.242  0.031
H  -0.937  2.482  -0.444  0.110
H  -1.728  0.165  1.212  0.115
H  -2.142  -1.701  -0.238  0.118


[4]
A cluster of 2 separate species, C2H6NO2 in total. Source: OMol25; level of theory: ωB97M-V/def2-TZVPD.

Output
Kohn-Sham gap (spin up / spin down) = 11.937 / 7.277 eV
HOMO level (spin up / spin down) = -11.2240 / -10.8097 eV
2S+1 = 2
Energy above the lowest of the compared OMol25 structures with the same formula, charge and spin = 0.00 kcal/mol
<S²> = 0.76
LUMO (spin up / spin down) = 0.71 / -3.53 eV

Each line ends with the Löwdin charge.
CARTESIAN COORDINATES (ANGSTROEM)
C  -2.031  1.569  1.168  -0.044
H  -2.655  1.362  2.039  0.018
H  -1.304  2.325  1.461  0.024
H  -2.702  1.848  0.358  0.021
H  -1.467  0.692  0.874  -0.034
N  1.638  -1.173  -0.828  0.179
C  0.569  -0.486  -0.295  -0.735
O  0.104  0.458  -1.001  0.224
O  0.119  -0.828  0.794  0.131
H  1.981  -0.914  -1.739  0.108
H  2.176  -1.771  -0.230  0.109


[5]
A structure of composition C8H18ClErI2NO2P. Source: OMol25; level of theory: ωB97M-V/def2-TZVPD.

Output
Kohn-Sham gap (spin up / spin down) = 5.470 / 5.544 eV
Charge = +2
HOMO level (spin up / spin down) = -13.8221 / -13.8221 eV
2S+1 = 4
<S²> = 3.75
LUMO (spin up / spin down) = -8.35 / -8.28 eV

Each line ends with the Löwdin charge.
CARTESIAN COORDINATES (ANGSTROEM)
I  -4.866  -1.253  -3.458  0.086
I  -2.848  -0.722  -5.172  0.065
Er  0.739  -0.252  0.550  1.096
P  0.846  -3.000  0.194  0.673
C  -0.030  -4.064  -0.972  -0.257
C  2.612  -3.318  -0.178  -0.253
H  1.226  -3.302  2.570  0.038
H  1.013  -4.877  1.725  0.074
H  -0.404  -3.833  2.093  0.061
C  0.655  -3.842  1.802  -0.247
H  3.245  -2.761  0.526  0.032
H  2.814  -4.393  -0.095  0.073
H  0.325  -5.104  -0.898  0.079
H  0.122  -3.694  -1.997  0.061
H  2.841  -2.973  -1.195  0.057
H  -1.110  -4.026  -0.766  0.063
C  -0.937  -0.967  -1.068  -0.056
O  -1.762  -1.025  -1.874  0.039
Cl  2.396  -0.464  2.304  -0.014
C  -0.693  5.074  0.167  0.024
N  -0.523  3.757  0.809  -0.091
C  -0.542  3.661  2.267  0.018
C  -0.355  2.628  0.164  -0.422
C  -0.190  2.536  -1.309  0.043
O  -0.291  1.546  0.895  -0.230
H  -0.837  5.793  0.981  0.105
H  -1.572  5.069  -0.493  0.118
H  0.194  5.346  -0.422  0.115
H  -1.345  2.984  2.605  0.118
H  0.419  3.270  2.651  0.120
H  -0.711  4.665  2.653  0.103
H  0.804  2.138  -1.561  0.109
H  -0.953  1.874  -1.738  0.101
H  -0.281  3.529  -1.760  0.099


| no. | electronic energy (a.u.) |
| --- | --- |
| 1 | -345.977968 |
| 2 | -16782.002868 |
| 3 | -306.094493 |
| 4 | -284.976953 |
| 5 | -2932.398352 |